# 1
DFT (the ωB97M-V functional and the def2-TZVPD basis) results for a structure of composition C12H20N2O2Sn.

XYZ file:
```
37
Properties=species:S:1:pos:R:3:lowdin_charge:R:1
C 0.621 -1.218 -2.979 -0.1799
C 0.350 1.765 -1.625 -0.1095
C -0.572 -1.027 -3.531 -0.1237
H 0.940 -2.242 -2.844 0.0860
C -0.891 1.449 -1.225 -0.1232
H 0.883 2.522 -1.042 0.0991
H -0.854 -1.755 -4.306 0.1015
H -1.322 2.012 -0.383 0.0986
C -1.603 0.053 -3.308 -0.1930
H -2.558 -0.374 -3.675 0.1048
H -1.391 0.957 -3.905 0.1061
C 1.631 -0.214 -2.611 -0.2073
H 2.365 -0.415 -3.401 0.1199
H 2.174 -0.313 -1.661 0.0856
C 1.145 1.237 -2.781 -0.1905
H 0.635 1.325 -3.748 0.1061
H 2.056 1.853 -2.821 0.1099
C -1.833 0.442 -1.800 -0.1914
H -2.873 0.808 -1.712 0.1044
H -1.768 -0.479 -1.183 0.1124
Sn 1.479 -2.463 0.798 1.0031
H 0.839 -2.061 -0.538 -0.2330
C -0.633 -1.273 4.378 -0.0140
C 0.248 -1.282 3.203 -0.2870
N 0.139 -2.407 2.502 -0.2135
O -0.853 -3.225 3.067 -0.0698
C 1.039 -0.220 2.694 -0.2930
C 1.122 1.126 3.292 -0.0327
N 1.648 -0.445 1.498 -0.3016
O 2.155 0.509 0.829 -0.1170
H -1.684 -1.340 4.088 0.1062
H -0.492 -0.351 4.936 0.0752
H -0.406 -2.112 5.039 0.1040
H -0.910 -4.009 2.504 0.1084
H 2.148 1.497 3.275 0.0883
H 0.493 1.846 2.759 0.0936
H 0.784 1.092 4.325 0.0667
```

Values from the calculation:
Orbital gap   7.375 eV
E_tot   -25668.0414 eV
E_HOMO   -7.711 eV
Total charge   0
LUMO level   -0.34 eV

=====

# 2
DFT (the ωB97M-V functional and the def2-TZVPD basis) results for a structure of composition C50H40BrFNOP2PdS4Sb.

XYZ file:
```
102
Properties=species:S:1:pos:R:3:lowdin_charge:R:1
Pd 1.072 -0.801 -0.084 0.4998
C -4.765 2.755 2.284 -0.0176
C -3.704 3.025 1.203 -0.4312
C -4.001 4.364 0.508 -0.0114
C -2.334 3.090 1.852 -0.0914
C -2.067 3.973 2.897 -0.0167
C -0.826 4.025 3.506 -0.0572
C 0.193 3.192 3.070 -0.0716
C -0.025 2.320 2.013 -0.2506
P 1.286 1.280 1.327 1.0596
C 2.064 2.422 0.148 -0.3541
C 2.358 3.749 0.462 -0.0869
C 2.922 4.579 -0.488 -0.0723
C 3.198 4.100 -1.763 -0.0776
C 2.915 2.785 -2.088 -0.1309
C 2.348 1.954 -1.134 -0.1689
C 2.408 1.136 2.734 -0.4136
C 1.978 0.381 3.823 -0.1029
C 2.804 0.214 4.920 -0.0804
C 4.066 0.788 4.932 -0.0844
C 4.505 1.525 3.843 -0.0740
C 3.681 1.704 2.743 -0.1113
C -1.289 2.281 1.435 -0.1903
O -1.403 1.387 0.416 -0.0244
C -2.624 1.142 -0.120 -0.1907
C -2.662 0.070 -1.006 -0.2661
C -3.853 -0.217 -1.659 -0.0658
C -4.980 0.546 -1.411 -0.0584
C -4.921 1.583 -0.495 -0.0150
C -3.747 1.903 0.181 -0.0876
P -1.169 -0.906 -1.295 1.0948
C -1.801 -2.599 -1.132 -0.3445
C -2.642 -2.879 -0.054 -0.0968
C -3.059 -4.174 0.198 -0.0668
C -2.647 -5.210 -0.625 -0.0762
C -1.809 -4.944 -1.696 -0.0734
C -1.382 -3.649 -1.946 -0.1171
C -0.899 -0.536 -3.055 -0.3585
C -0.204 0.651 -3.294 -0.1166
C 0.090 1.054 -4.584 -0.0668
C -0.308 0.270 -5.659 -0.0793
C -1.032 -0.890 -5.431 -0.0723
C -1.340 -1.287 -4.139 -0.0870
H -4.773 3.553 3.025 0.0803
H -4.569 1.814 2.797 0.1003
H -5.761 2.706 1.844 0.0799
H -3.980 5.181 1.229 0.0843
H -4.989 4.346 0.048 0.0836
H -3.264 4.573 -0.268 0.0998
H -2.853 4.629 3.247 0.1134
H -0.651 4.712 4.322 0.1076
H 1.160 3.217 3.557 0.1112
H 2.142 4.138 1.449 0.1039
H 3.153 5.605 -0.234 0.1055
H 3.656 4.752 -2.495 0.1083
H 3.170 2.379 -3.058 0.0669
H 2.110 0.914 -1.396 0.0382
H 1.006 -0.097 3.810 0.1010
H 2.467 -0.381 5.758 0.1067
H 4.715 0.646 5.786 0.1039
H 5.498 1.954 3.838 0.1089
H 4.049 2.246 1.880 0.0735
H -3.900 -1.046 -2.354 0.1156
H -5.908 0.326 -1.922 0.1073
H -5.815 2.160 -0.300 0.1142
H -2.974 -2.082 0.598 0.1061
H -3.701 -4.372 1.046 0.1085
H -2.975 -6.223 -0.428 0.1046
H -1.473 -5.747 -2.340 0.1068
H -0.694 -3.471 -2.762 0.0889
H 0.119 1.267 -2.462 0.0873
H 0.642 1.971 -4.745 0.1095
H -0.060 0.567 -6.669 0.1070
H -1.362 -1.495 -6.266 0.1073
H -1.930 -2.183 -3.993 0.0979
S 6.074 1.795 -0.509 -0.1226
Sb 5.877 -0.541 -0.968 0.2837
S 4.929 0.130 -2.915 -0.1826
S 3.774 -0.932 0.499 -0.1705
S 4.373 -1.941 2.071 0.0953
F -0.487 -4.595 4.612 0.0408
C -0.127 -3.804 3.573 -0.2883
C -0.875 -2.673 3.306 -0.0255
C -0.496 -1.879 2.232 -0.1693
C 0.603 -2.200 1.436 -0.2488
C 1.345 -3.328 1.762 -0.1858
C 0.979 -4.146 2.826 -0.0102
H -1.726 -2.432 3.929 0.1155
H -1.080 -0.986 2.019 0.0818
H 2.243 -3.577 1.210 0.0453
H 1.552 -5.024 3.094 0.1183
Br 3.098 -2.078 -5.588 0.7632
C 2.559 -2.764 -3.923 -0.6678
C 2.684 -4.108 -3.628 -0.0900
C 2.227 -4.553 -2.394 -0.0345
C 1.662 -3.644 -1.521 -0.1501
N 1.561 -2.342 -1.804 -0.0047
C 2.018 -1.902 -2.974 -0.2120
H 3.120 -4.790 -4.346 0.1094
H 2.291 -5.596 -2.118 0.1136
H 1.245 -3.958 -0.575 0.0900
H 1.923 -0.848 -3.185 0.0722
```

Values from the calculation:
Orbital gap (spin up / spin down)   7.161 / 5.975 eV
Expectation value of S²   6.02
E_tot   -200733.1894 eV
E_HOMO (spin up / spin down)   -7.003 / -7.155 eV
Spin multiplicity   5
Total charge   0
LUMO level (spin up / spin down)   0.16 / -1.18 eV

=====

# 3
DFT (the ωB97M-V functional and the def2-TZVPD basis) results for a structure of composition C13H30CaCl2F2N5O8S2.

XYZ file:
```
63
Properties=species:S:1:pos:R:3:lowdin_charge:R:1
Ca 1.988 1.278 0.019 1.5434
N 0.038 0.438 -0.657 -0.4596
S -0.598 -1.000 -0.294 0.4872
O 0.016 -2.047 -1.024 -0.2490
O -1.973 -1.057 -0.008 -0.2099
F 0.077 -1.111 1.158 -0.1920
S -0.817 0.922 -1.981 0.4949
O -2.039 1.524 -1.672 -0.2535
O -0.647 0.101 -3.119 -0.2243
F 0.183 2.159 -2.241 -0.2013
C -8.748 -1.401 -0.078 -0.0046
C -7.245 -1.474 -0.230 -0.5673
O -6.710 -1.520 -1.324 0.0447
N -6.531 -1.494 0.923 -0.0061
C -5.084 -1.614 0.953 -0.0830
H -9.019 -0.449 0.380 0.0814
H -9.099 -2.207 0.562 0.0798
H -9.131 -1.454 -1.091 0.0813
H -6.983 -1.387 1.812 0.1268
H -4.753 -1.683 1.983 0.0810
H -4.634 -0.757 0.446 0.0733
H -4.725 -2.469 0.377 0.0854
C 1.577 -0.148 4.261 0.0259
C 1.857 1.122 3.521 -0.5115
O 1.587 1.202 2.313 -0.1255
N 2.281 2.166 4.252 0.0360
C 2.408 3.545 3.771 -0.0329
H 0.537 -0.232 4.580 0.1071
H 2.203 -0.264 5.145 0.0922
H 1.732 -0.990 3.588 0.0807
H 2.114 2.043 5.238 0.1444
H 2.086 4.198 4.577 0.0944
H 1.785 3.761 2.906 0.0821
H 3.449 3.737 3.522 0.0878
C 3.701 1.940 -3.969 0.0259
C 3.134 0.797 -3.190 -0.5074
O 3.025 0.875 -1.947 -0.1701
N 2.740 -0.270 -3.868 0.0588
C 2.253 -1.502 -3.264 -0.0280
H 3.456 1.909 -5.025 0.0906
H 4.769 2.029 -3.765 0.0999
H 3.316 2.862 -3.527 0.0929
H 2.678 -0.156 -4.866 0.1522
H 3.064 -2.232 -3.295 0.0973
H 1.435 -1.881 -3.870 0.1012
H 1.913 -1.328 -2.253 0.0457
C 2.832 -2.813 0.668 0.0321
C 3.476 -1.555 1.125 -0.4965
O 3.177 -0.463 0.616 -0.1598
N 4.385 -1.642 2.103 0.0429
C 5.164 -0.495 2.570 -0.0278
H 3.367 -3.682 1.064 0.0926
H 2.853 -2.872 -0.417 0.0924
H 1.817 -2.943 1.038 0.0898
H 4.780 -2.550 2.280 0.1456
H 5.470 -0.691 3.593 0.0934
H 4.540 0.394 2.553 0.0701
H 6.023 -0.347 1.917 0.0978
C -4.230 2.547 -3.757 -1.0141
Cl -3.114 2.475 -5.126 0.5131
Cl -3.814 3.816 -2.600 0.5199
H -5.232 2.743 -4.113 0.0260
H -4.161 1.597 -3.244 0.0144
```

Values from the calculation:
Orbital gap   7.644 eV
E_tot   -108387.0376 eV
E_HOMO   -10.676 eV
Total charge   +1
LUMO level   -3.03 eV

=====

# 4
DFT (the ωB97M-V functional and the def2-TZVPD basis) results for a structure of composition C36H36IrN3O7SSbSe.

XYZ file:
```
86
Properties=species:S:1:pos:R:3:lowdin_charge:R:1
Ir 1.968 -0.837 0.316 0.8041
S 2.970 -1.163 -1.650 0.0497
Sb -0.516 0.078 -1.115 1.4848
C -1.372 -0.726 0.646 -0.3348
C -2.281 0.002 1.363 -0.1805
C -2.521 -0.249 2.726 -0.0922
C -1.643 -1.115 3.428 -0.1213
C -0.698 -1.834 2.774 -0.0261
C -0.717 -1.920 1.275 -0.2974
C -0.698 -1.672 -2.360 -0.2961
C 0.274 -2.789 -2.117 -0.3429
C 0.189 -3.868 -3.152 -0.0289
C -0.650 -3.818 -4.215 -0.1222
C -1.532 -2.729 -4.389 -0.1031
C -1.519 -1.676 -3.450 -0.1530
C -2.413 0.892 -1.900 -0.3716
C -2.312 1.908 -2.848 -0.1523
C -3.434 2.417 -3.491 -0.1146
C -4.691 1.914 -3.187 -0.1249
C -4.812 0.903 -2.244 -0.1059
C -3.683 0.397 -1.612 -0.1353
H -2.756 0.865 0.907 0.0875
H -3.258 0.335 3.264 0.0804
H -1.678 -1.141 4.511 0.0937
H 0.027 -2.422 3.317 0.0958
H -1.420 -2.763 1.128 0.1383
H 1.290 -2.354 -2.193 -0.0342
H 0.849 -4.717 -3.030 0.1072
H -0.650 -4.628 -4.937 0.0865
H -2.206 -2.693 -5.235 0.0765
H -2.195 -0.844 -3.616 0.0749
H -1.334 2.307 -3.093 0.0766
H -3.329 3.203 -4.231 0.0884
H -5.570 2.308 -3.683 0.0853
H -5.790 0.502 -2.004 0.0904
H -3.790 -0.406 -0.892 0.0929
O 3.102 1.328 0.303 -0.0229
C 3.455 2.417 -0.092 -0.4605
C 3.551 3.629 0.803 -0.1007
C 2.360 4.550 0.485 -0.1784
C 2.101 4.899 -0.992 -0.2017
C 1.549 3.734 -1.832 -0.1783
C 2.606 2.718 -2.315 -0.1887
N 3.762 2.714 -1.419 0.0491
H 4.502 4.145 0.620 0.1124
H 3.514 3.319 1.847 0.1173
H 2.486 5.478 1.050 0.1050
H 1.453 4.072 0.858 0.0866
H 2.992 5.336 -1.464 0.1029
H 1.346 5.689 -0.989 0.1037
H 1.025 4.140 -2.701 0.0995
H 0.801 3.221 -1.223 0.0890
H 2.970 2.973 -3.313 0.1087
H 2.209 1.702 -2.356 0.0553
H 4.211 3.620 -1.459 0.0972
O 1.091 -3.369 1.561 -0.3402
Se 2.680 -3.331 2.311 0.8774
O 3.214 -4.845 2.153 -0.4608
O 3.512 -2.247 1.410 -0.5408
O 2.421 -2.895 3.843 -0.4636
C -1.237 3.999 4.282 -0.0554
N -0.431 2.920 3.761 -0.0670
C 0.201 2.054 4.608 -0.0863
C 0.912 1.023 4.140 0.0114
C 0.962 0.839 2.698 -0.4876
O 1.516 -0.215 2.295 -0.1643
N 0.412 1.739 1.878 0.1887
C -0.321 2.760 2.359 -0.5410
O -0.900 3.588 1.652 -0.0190
H -1.711 3.685 5.213 0.0780
H -1.995 4.246 3.543 0.0788
H -0.640 4.897 4.471 0.0836
H 0.069 2.246 5.667 0.1140
H 1.383 0.294 4.780 0.1144
C 0.604 -2.416 0.579 -0.3900
C 0.252 -3.421 -0.678 -0.3200
C -1.092 -4.080 -0.525 -0.0445
C -1.249 -5.388 -0.205 -0.0979
C -0.133 -6.245 -0.046 -0.0817
C 1.158 -5.745 -0.305 -0.1045
C 1.350 -4.445 -0.636 -0.0579
H -1.961 -3.464 -0.736 0.1196
H -2.251 -5.793 -0.104 0.0910
H -0.275 -7.279 0.242 0.0791
H 2.017 -6.397 -0.208 0.1015
H 2.350 -4.066 -0.822 0.1134
```

Values from the calculation:
Orbital gap (spin up / spin down)   5.401 / 5.402 eV
Expectation value of S²   8.88
E_tot   -142270.5808 eV
E_HOMO (spin up / spin down)   -1.132 / -1.139 eV
Spin multiplicity   6
Total charge   -2
LUMO level (spin up / spin down)   4.27 / 4.26 eV